A molecular structure, C17H11F5NO3SW, computed with ωB97M-V with the def2-TZVPD basis set.

The geometry in XYZ format:
```
39
Properties=species:S:1:pos:R:3:forces:R:3
W 0.091 -0.475 0.729 -0.05 0.39 0.51
C 3.744 -2.418 -0.435 -0.01 0.00 -0.01
C 3.014 -1.481 0.497 0.00 -0.04 0.01
C 3.629 -1.378 1.880 0.02 0.00 0.00
O 1.603 -1.956 0.639 -0.34 0.08 -0.11
C 2.865 -0.087 -0.108 0.09 0.09 -0.08
O 3.754 0.475 -0.657 -0.01 -0.03 0.05
O 1.640 0.472 0.075 -0.12 -0.21 0.05
H 3.854 -3.403 0.019 0.00 0.00 0.00
H 4.735 -2.010 -0.627 0.00 0.00 0.01
H 3.222 -2.510 -1.387 0.00 -0.01 0.00
H 3.706 -2.366 2.337 0.00 0.00 0.00
H 3.048 -0.720 2.530 0.00 0.00 0.00
H 4.634 -0.970 1.788 0.00 0.00 0.00
H 1.541 -2.771 1.156 0.10 -0.07 -0.05
N -4.933 -0.864 -4.745 0.01 0.00 0.01
C -4.178 -0.842 -3.879 0.00 -0.02 0.01
C -3.230 -0.815 -2.799 0.05 0.01 0.03
C -3.634 -1.144 -1.506 0.00 0.01 -0.04
C -2.724 -1.096 -0.466 -0.02 -0.05 0.13
C -1.393 -0.716 -0.690 0.24 -0.16 -0.12
C -0.992 -0.440 -2.013 0.10 0.05 -0.03
C -1.901 -0.475 -3.052 -0.07 -0.06 -0.05
H -4.659 -1.434 -1.321 0.00 0.00 0.00
H -3.061 -1.364 0.526 -0.01 0.03 0.02
H 0.041 -0.205 -2.262 -0.06 0.10 0.13
H -1.589 -0.251 -4.063 0.01 0.01 0.01
F -1.375 5.006 0.234 0.01 0.03 -0.03
C -1.227 3.846 0.826 0.22 0.19 -0.02
C -0.013 3.540 1.438 -0.07 -0.05 0.05
F 0.973 4.416 1.424 0.02 0.02 0.00
C 0.129 2.323 2.067 -0.17 0.27 -0.23
F 1.254 2.056 2.687 0.45 -0.12 0.12
C -0.894 1.354 2.053 -0.21 -0.02 -0.06
S -0.655 -0.205 2.889 -0.01 -0.11 -0.32
C -2.127 1.737 1.485 0.12 -0.13 0.01
F -3.173 0.942 1.578 -0.02 -0.11 0.00
C -2.281 2.953 0.851 -0.24 -0.10 0.03
F -3.438 3.278 0.302 -0.01 0.00 -0.02
```
Forces are in eV/Å.

## Properties
2S+1: 3
HOMO-LUMO gap (alpha / beta), eV: 6.915 / 7.987
Total charge: +1

Results of the Mulliken charge analysis, in e, for atoms 1 through 6: W 1.5546; C -1.6573; C 1.4987; C -1.4839; O -0.6344; C 0.1144


A molecular structure, C8H20Br2O8V in a non-equilibrium geometry, computed with ωB97M-V with the def2-TZVPD basis set.

The geometry in XYZ format:
```
39
Properties=species:S:1:pos:R:3:forces:R:3
V 1.217 -0.281 -0.017 0.36 -0.33 0.14
Br 2.313 0.703 2.187 -0.19 -0.17 -0.37
Br 0.015 -1.219 -2.197 0.23 0.08 0.36
C 3.432 1.307 -1.630 0.62 0.75 -0.36
O 3.175 -0.010 -1.147 -0.11 0.45 -0.10
H 2.568 1.681 -2.176 -0.11 0.00 0.27
H 3.741 1.971 -0.819 -0.52 -0.10 0.20
H 4.279 1.354 -2.323 -0.11 -0.50 -0.06
H 3.887 -0.567 -1.460 -0.22 -0.41 0.20
C 2.795 -3.378 -0.020 -0.22 -0.36 0.02
O 2.180 -2.253 0.604 -0.41 -0.12 0.17
H 2.362 -3.478 -1.015 0.41 0.26 -0.13
H 3.882 -3.267 0.012 -0.07 0.05 -0.40
H 2.561 -4.318 0.491 -0.11 0.21 0.19
H 2.110 -2.418 1.551 0.09 0.41 0.01
C -1.472 -3.332 0.332 0.59 -0.70 -0.38
O -2.208 -2.381 1.094 -0.77 -0.56 0.02
C -1.632 -1.276 1.478 -0.08 -0.13 0.00
O -0.505 -0.959 1.223 1.09 0.64 -0.31
O -2.405 -0.507 2.216 0.03 0.39 0.11
C -3.740 -0.894 2.522 -0.54 -0.41 -0.03
H -0.499 -2.963 0.014 -0.15 0.22 0.08
H -2.039 -3.594 -0.557 -0.14 0.20 0.04
H -1.340 -4.230 0.936 -0.09 0.07 0.14
H -4.263 0.033 2.735 -0.05 -0.08 0.08
H -3.770 -1.570 3.379 0.18 0.21 0.10
H -4.216 -1.430 1.701 0.09 0.28 -0.10
C -1.421 2.593 1.084 0.46 -1.08 1.46
O -1.305 3.051 -0.250 0.18 0.81 0.10
C -0.289 2.566 -0.949 -1.59 -0.64 -0.51
O 0.456 1.714 -0.564 1.13 -0.63 0.39
O -0.298 2.969 -2.201 0.46 0.17 -0.16
C -1.144 4.045 -2.575 -0.66 0.80 -0.14
H -1.727 3.369 1.782 -0.33 0.34 -0.56
H -0.483 2.209 1.498 0.15 0.15 -0.42
H -2.095 1.740 1.129 -0.27 0.19 -0.14
H -1.051 4.880 -1.881 0.26 0.04 -0.14
H -2.210 3.810 -2.600 0.16 -0.54 0.14
H -0.863 4.332 -3.584 0.25 0.01 0.08
```
Forces are in eV/Å.

## Properties
2S+1: 4
HOMO-LUMO gap (alpha / beta), eV: 7.772 / 8.627

Results of the Mulliken charge analysis, in e, for atoms 1 through 6: V 0.8050; Br -0.6111; Br -0.6524; C -0.6898; O -0.2508; H 0.1328


A molecular structure, C18H25BN8O3Ti in a non-equilibrium geometry, computed with ωB97M-V with the def2-TZVPD basis set.

The geometry in XYZ format:
```
56
Properties=species:S:1:pos:R:3:forces:R:3
H -0.573 3.122 -0.085 0.04 -0.17 -0.26
N -0.245 1.724 -1.669 0.75 1.49 -0.33
B 0.405 0.604 -3.857 0.01 0.08 0.86
N 0.334 1.850 -2.917 -0.68 0.25 0.93
C 0.711 3.123 -3.118 -0.23 -0.14 0.47
Ti -1.045 -0.217 -1.109 2.84 2.53 1.50
H 1.154 3.414 -4.063 -0.04 0.00 0.25
C 0.402 3.856 -1.974 0.03 -0.08 -0.14
H 0.565 4.906 -1.814 0.05 0.04 -0.01
C -0.189 2.949 -1.084 0.23 -0.99 -1.36
H 0.921 0.886 -4.904 -0.10 -0.09 0.03
C -1.696 -2.208 -0.486 -0.86 -0.89 -0.20
H -2.069 -2.283 0.545 0.18 0.06 -0.32
H -0.589 -2.093 -0.515 -0.65 -0.45 0.31
H -1.917 -3.138 -1.021 0.03 0.14 0.13
N -1.045 0.080 -4.027 -1.32 -0.28 0.81
N 1.229 -0.464 -3.080 -0.26 -0.76 0.81
N -1.807 -0.243 -2.905 -1.32 -0.56 -3.68
N 0.831 -0.870 -1.816 1.91 -0.49 -1.08
C -1.781 -0.126 -5.124 -0.24 -0.22 0.21
C 2.375 -1.079 -3.408 -0.11 -0.20 0.52
H -1.370 0.101 -6.099 -0.12 -0.10 0.11
H 2.832 -0.886 -4.368 0.02 -0.07 0.13
C -3.031 -0.624 -4.748 0.10 0.06 -0.21
C 2.763 -1.888 -2.340 0.03 0.30 -0.29
C -3.018 -0.686 -3.358 1.82 0.84 -0.42
C 1.803 -1.696 -1.345 -0.76 0.72 -1.11
H -3.841 -0.906 -5.396 0.00 0.04 -0.09
H 3.622 -2.529 -2.288 0.17 0.03 0.00
H -3.771 -1.004 -2.655 -0.02 0.06 -0.08
H 1.776 -2.068 -0.327 -0.16 0.06 -0.20
H -2.308 -1.401 -1.076 -0.23 -1.96 0.98
C 2.617 0.745 3.884 0.31 -0.12 -0.11
C 1.162 1.153 3.932 -0.48 0.35 0.09
C 0.091 0.126 3.468 0.13 -0.26 -0.36
C -0.045 -1.126 4.388 -0.65 0.32 0.01
C 1.189 -1.978 4.587 0.34 -0.36 -0.01
C -1.253 0.861 3.559 -0.66 0.50 0.70
O -1.697 1.349 4.588 0.66 -0.63 -0.91
N -2.020 0.957 2.399 -0.60 0.42 0.42
C -1.601 0.614 1.154 0.05 -0.25 -0.70
O -2.360 0.759 0.130 0.04 0.40 2.23
N -0.395 0.069 0.980 -0.41 0.09 0.14
C 0.396 -0.349 2.020 0.39 -0.40 -0.50
O 1.332 -1.110 1.761 -0.72 0.78 0.62
H 2.848 -0.023 4.626 0.06 0.16 -0.20
H 3.230 1.624 4.105 -0.03 -0.11 -0.02
H 2.894 0.374 2.893 0.04 0.01 0.19
H 0.894 1.447 4.956 -0.05 -0.05 -0.23
H 1.029 2.052 3.309 0.02 -0.14 0.14
H -0.424 -0.785 5.361 0.01 0.03 -0.27
H -0.842 -1.750 3.951 0.13 0.15 0.09
H 1.806 -1.609 5.411 -0.06 -0.09 -0.15
H 0.877 -2.996 4.837 0.09 0.09 0.05
H 1.776 -2.017 3.667 -0.01 -0.10 0.31
H -2.929 1.407 2.464 0.26 -0.10 0.18
```
Forces are in eV/Å.

## Properties
2S+1: 3
HOMO-LUMO gap (alpha / beta), eV: 6.136 / 9.443

Results of the Mulliken charge analysis, in e, for atoms 1 through 6: H 0.3877; N 0.6345; B 0.1433; N -0.3080; C -0.1007; Ti -0.7636


So what do the calculations give for energy relative to the best compared isomer or geometry (same formula, charge and spin)? Going down the list: 0.000, 0.000, 0.457 eV.